# 1
Formula: C5H7N3
Source: the OMol25 dataset
Level of theory: the ωB97M-V functional and the def2-TZVPD basis

Last column: natural (NBO) charge in e.
CARTESIAN COORDINATES (ANGSTROEM)
H: -0.579564 1.405721 -2.831952  0.33
N: -0.289488 1.400776 -1.836429  -0.70
C: -0.297166 0.230924 -1.397478  0.46
N: -0.516192 -0.882020 -2.268814  -0.83
C: -0.047864 -0.097680 0.050528  -0.22
C: 0.204105 -1.238856 0.802593  -0.28
C: 0.506112 -0.830031 2.089152  -0.08
N: 0.494585 0.537529 2.127411  -0.51
C: 0.146510 0.952011 0.877344  -0.01
H: -1.048498 -0.607103 -3.136120  0.37
H: -1.010036 -1.604941 -1.822719  0.37
H: 0.047644 -2.281536 0.559232  0.22
H: 0.679429 -1.464953 2.986596  0.21
H: 0.816225 1.058399 3.012928  0.43
H: 0.202295 2.002205 0.544022  0.24

Cartesian forces (eV/Å) of the 2 atoms listed first:
0.4 0.1 0.7
-0.2 1.6 -0.7

Its SMILES is [H]/N=C(\N)c1cc[nH]c1. The relative energy (zero: lowest compared OMol25 entry of this formula, charge and spin) is 109.7 kJ/mol. Its molar mass is 109.1 g mol⁻¹. As for the HOMO energy: -8.3 eV. As for the frontier orbital gap: 9.23 eV. As for the spin multiplicity: 1.


# 2
Formula: C5H7NO3
Source: the OMol25 dataset
Level of theory: the ωB97M-V functional and the def2-TZVPD basis

Last column: natural (NBO) charge in e.
CARTESIAN COORDINATES (ANGSTROEM)
H: -2.184645 1.506198 -1.895027  0.42
N: -2.037510 0.285138 -2.008290  -0.58
C: -0.921178 0.268781 -1.450746  0.50
O: -0.740089 1.830885 -1.113467  -0.82
C: -0.315559 -0.654265 -0.454278  -0.44
C: -0.804373 -0.666236 1.008174  0.63
O: -1.885020 -0.565176 1.511879  -0.47
C: 0.613963 -0.783469 1.534196  -0.56
C: 1.115811 -0.418996 0.112951  0.12
O: 1.476122 0.935708 -0.008474  -0.73
H: 0.120786 1.835613 -0.650693  0.49
H: -0.406523 -1.682959 -0.832888  0.27
H: 0.849253 -1.818683 1.819989  0.25
H: 0.891827 -0.100182 2.346676  0.25
H: 1.890323 -1.072066 -0.307024  0.18
H: 2.336812 1.099709 0.387022  0.49

Cartesian forces (eV/Å) of the 2 atoms listed first:
-0.2 -4.3 -1.3
-0.7 1.9 -0.4

Its SMILES is [H]/N=C(\O)[C@@H]1C(=O)C[C@@H]1O. The relative energy (zero: lowest compared OMol25 entry of this formula, charge and spin) is 446.9 kJ/mol. Its molar mass is 129.1 g mol⁻¹. As for the HOMO energy: -10.0 eV. As for the frontier orbital gap: 10.15 eV. As for the spin multiplicity: 1.


# 3
Formula: C5H9NS
Source: the OMol25 dataset
Level of theory: the ωB97M-V functional and the def2-TZVPD basis

Last column: natural (NBO) charge in e.
CARTESIAN COORDINATES (ANGSTROEM)
C: 0.584351 1.799462 0.088380  -0.42
N: 0.270310 0.485754 -0.430079  -0.43
C: 1.297858 -0.536778 -0.415131  -0.21
C: 0.308030 -1.486822 0.320325  -0.40
C: -0.665585 -0.239453 0.389980  -0.12
C: -2.056060 -0.440796 -0.285315  -0.26
S: -3.510220 0.181528 -0.054898  0.09
H: 1.432212 2.173514 -0.563685  0.20
H: 0.940800 1.806748 1.149494  0.17
H: -0.291527 2.527030 -0.007095  0.21
H: 2.189180 -0.307891 0.209072  0.18
H: 1.555665 -0.894746 -1.406918  0.19
H: -0.004925 -2.305716 -0.365409  0.21
H: 0.671482 -1.890893 1.221981  0.21
H: -0.812037 0.109356 1.402078  0.19
H: -1.909536 -0.980294 -1.252785  0.18

Cartesian forces (eV/Å) of the 2 atoms listed first:
0.7 1.4 -1.1
-0.7 1.6 0.1

Its SMILES is CN1CC[C@@H]1C=S. The relative energy (zero: lowest compared OMol25 entry of this formula, charge and spin) is 208.4 kJ/mol. Its molar mass is 115.2 g mol⁻¹. As for the HOMO energy: -8.5 eV. As for the frontier orbital gap: 8.42 eV. As for the spin multiplicity: 1.